DFT (ωB97M-V with the def2-TZVPD basis set) results for a cluster of 10 separate species, C47H67BrIN6O29PS in total in a non-equilibrium geometry.

Summary:
Total energy ... -216412.0821 eV
SMILES ... CCSCc1nc2c(I)cc(CC(N)(N)N)c(CCCCN(C)C(C)=O)c2nc1P(O)Br.O=C1OCCO1.O=C1OCCO1.O=C1OCCO1.O=C1OCCO1.O=C1OCCO1.O=C1OCCO1.O=C1OCCO1.O=C1OCCO1.O=C1OCCO1
Multiplicity ... 1

Bonds (Å) are listed after each position.
Positions of all 153 atoms, in Å:
1 C -2.03798 2.23677 -2.93832  C2 1.552, H33 1.101, H34 1.089, H35 1.097
2 C -1.83180 0.94889 -2.09773  C1 1.552, S3 1.825, H36 1.097, H37 1.097
3 S -2.35257 -0.58709 -2.93364  C2 1.825, C4 1.836
4 C -0.83079 -1.51640 -3.37278  S3 1.836, C5 1.540, H38 1.098, H39 1.095
5 C 0.19848 -1.55171 -2.22802  C4 1.540, N6 1.310, C29 1.440
6 N -0.27226 -1.42760 -1.01199  C5 1.310, C7 1.365
7 C 0.73481 -1.44862 -0.09082  N6 1.365, C8 1.417, C27 1.409
8 C 0.34617 -1.31563 1.26512  C7 1.417, I9 2.130, C10 1.350
9 I -1.70961 -1.14532 1.79386  C8 2.130
10 C 1.22681 -1.31553 2.28839  C8 1.350, C11 1.427, H40 1.088
11 C 2.61382 -1.44395 1.97687  C10 1.427, C12 1.538, C17 1.375
12 C 3.54057 -1.46457 3.20432  C11 1.538, C13 1.590, H41 1.102, H42 1.091
13 C 3.78292 0.02242 3.71226  C12 1.590, N14 1.474, N15 1.474, N16 1.455
14 N 3.67345 0.89841 2.53236  C13 1.474, H43 1.016, H44 1.017
15 N 2.68853 0.42912 4.61150  C13 1.474, H45 1.018, H46 1.017
16 N 5.11493 0.13555 4.28785  C13 1.455, H47 1.013, H48 1.015
17 C 3.07229 -1.57500 0.68769  C11 1.375, C18 1.524, C27 1.434
18 C 4.57668 -1.73519 0.50317  C17 1.524, C19 1.546, H49 1.096, H50 1.107
19 C 5.18484 -1.18150 -0.80539  C18 1.546, C20 1.533, H51 1.106, H52 1.095
20 C 4.90945 0.30881 -1.03826  C19 1.533, C21 1.559, H53 1.096, H54 1.102
21 C 5.93801 0.87208 -2.06609  C20 1.559, N22 1.474, H55 1.101, H56 1.108
22 N 5.27553 1.67238 -3.11137  C21 1.474, C23 1.466, C24 1.448
23 C 6.21783 2.19173 -4.10651  N22 1.466, H57 1.104, H58 1.104, H59 1.094
24 C 4.54820 2.72643 -2.43651  N22 1.448, C25 1.537, O26 1.211
25 C 3.13367 2.96371 -2.98869  C24 1.537, H60 1.096, H61 1.098, H62 1.099
26 O 4.98813 3.34192 -1.49089  C24 1.211
27 C 2.10839 -1.59007 -0.37340  C7 1.409, C17 1.434, N28 1.360
28 N 2.52700 -1.76000 -1.65610  C27 1.360, C29 1.309
29 C 1.58628 -1.73409 -2.56612  C5 1.440, N28 1.309, P30 1.868
30 P 2.22393 -1.93631 -4.30977  C29 1.868, O31 1.665, Br32 2.259
31 O 1.82091 -0.54741 -5.13471  P30 1.665, H63 0.969
32 Br 1.07902 -3.62757 -5.27576  P30 2.259
33 H -2.32404 3.03754 -2.23890  C1 1.101
34 H -2.84131 2.15710 -3.66863  C1 1.089
35 H -1.06903 2.51970 -3.36900  C1 1.097
36 H -2.41370 1.02114 -1.17070  C2 1.097
37 H -0.77909 0.90248 -1.79388  C2 1.097
38 H -1.12337 -2.54759 -3.61156  C4 1.098
39 H -0.42262 -1.06042 -4.28045  C4 1.095
40 H 0.85803 -1.24748 3.31021  C10 1.088
41 H 2.99600 -2.05912 3.95580  C12 1.102
42 H 4.46658 -2.00153 2.99574  C12 1.091
43 H 4.56115 0.88840 2.03858  N14 1.016
44 H 3.48876 1.84257 2.86308  N14 1.017
45 H 1.96061 0.86147 4.04589  N15 1.018
46 H 2.23232 -0.38579 5.01306  N15 1.017
47 H 5.12776 -0.10273 5.27281  N16 1.013
48 H 5.40130 1.10219 4.17100  N16 1.015
49 H 5.16218 -1.32295 1.33273  C18 1.096
50 H 4.79729 -2.81985 0.52866  C18 1.107
51 H 6.28099 -1.31185 -0.73307  C19 1.106
52 H 4.88751 -1.81778 -1.64524  C19 1.095
53 H 5.00687 0.92296 -0.13615  C20 1.096
54 H 3.91613 0.39847 -1.50787  C20 1.102
55 H 6.49302 0.05749 -2.55640  C21 1.101
56 H 6.71519 1.44849 -1.52570  C21 1.108
57 H 6.67056 3.15758 -3.82014  C23 1.104
58 H 5.64361 2.38247 -5.03016  C23 1.104
59 H 7.00979 1.48310 -4.36558  C23 1.094
60 H 3.05562 3.99911 -3.33822  C25 1.096
61 H 2.95967 2.24786 -3.80242  C25 1.098
62 H 2.41174 2.72520 -2.19523  C25 1.099
63 H 2.02294 0.22262 -4.58236  O31 0.969
64 C -0.00287 -7.25354 -4.10978  C65 1.509, O69 1.428, H70 1.088, H71 1.092
65 C -1.49993 -7.17031 -4.27642  C64 1.509, O66 1.428, H72 1.092, H73 1.088
66 O -1.92869 -8.47768 -3.89572  C65 1.428, C67 1.361
67 C -0.97291 -9.00649 -3.08460  O66 1.361, O68 1.185, O69 1.360
68 O -1.09796 -10.00922 -2.46518  C67 1.185
69 O 0.14358 -8.23039 -3.07875  C64 1.428, C67 1.360
70 H 0.43970 -6.30553 -3.81207  C64 1.088
71 H 0.49978 -7.61293 -5.01047  C64 1.092
72 H -1.95616 -6.43856 -3.60569  C65 1.092
73 H -1.79806 -6.94594 -5.29836  C65 1.088
74 C -5.86787 1.35862 -4.74195  C75 1.509, O79 1.435, H80 1.072, H81 1.089
75 C -7.26802 1.39389 -4.18034  C74 1.509, O76 1.433, H82 1.092, H83 1.088
76 O -7.04786 1.21724 -2.77565  C75 1.433, C77 1.357
77 C -5.78134 1.62497 -2.50941  O76 1.357, O78 1.192, O79 1.350
78 O -5.34312 1.76459 -1.40926  C77 1.192
79 O -5.08710 1.85286 -3.64447  C74 1.435, C77 1.350
80 H -5.75296 1.98280 -5.60616  C74 1.072
81 H -5.53671 0.34991 -4.98305  C74 1.089
82 H -7.76123 2.35514 -4.34162  C75 1.092
83 H -7.90064 0.60206 -4.57616  C75 1.088
84 C 0.56534 -5.23376 1.53172  C85 1.510, O89 1.427, H90 1.089, H91 1.093
85 C -0.84572 -5.28508 2.06627  C84 1.510, O86 1.428, H92 1.091, H93 1.088
86 O -0.64299 -5.46611 3.46807  C85 1.428, C87 1.361
87 C 0.59699 -4.99298 3.77026  O86 1.361, O88 1.184, O89 1.362
88 O 1.01157 -4.84525 4.86972  C87 1.184
89 O 1.29981 -4.71236 2.63819  C84 1.427, C87 1.362
90 H 0.66289 -4.58597 0.66130  C84 1.089
91 H 0.95644 -6.22343 1.28408  C84 1.093
92 H -1.38456 -4.35086 1.90075  C85 1.091
93 H -1.42413 -6.10687 1.64856  C85 1.088
94 C 1.80532 4.22310 0.31380  C95 1.510, O99 1.430, H100 1.088, H101 1.092
95 C 1.25236 4.55962 1.67824  C94 1.510, O96 1.431, H102 1.092, H103 1.087
96 O -0.14121 4.74474 1.41250  C95 1.431, C97 1.357
97 C -0.44003 4.05670 0.28163  O96 1.357, O98 1.188, O99 1.354
98 O -1.54225 3.86728 -0.12030  C97 1.188
99 O 0.68355 3.61064 -0.32848  C94 1.430, C97 1.354
100 H 2.64636 3.53370 0.35590  C94 1.088
101 H 2.09756 5.10606 -0.25781  C94 1.092
102 H 1.36720 3.74023 2.39099  C95 1.092
103 H 1.69150 5.45984 2.10152  C95 1.087
104 C -3.12047 3.85534 2.79769  C105 1.508, O109 1.432, H110 1.086, H111 1.091
105 C -4.51170 3.48831 3.24815  C104 1.508, O106 1.430, H112 1.092, H113 1.088
106 O -4.31394 3.14780 4.62319  C105 1.430, C107 1.359
107 C -3.18804 3.78026 5.04632  O106 1.359, O108 1.188, O109 1.356
108 O -2.83774 3.83738 6.18036  C107 1.188
109 O -2.51797 4.33351 4.00524  C104 1.432, C107 1.356
110 H -3.11562 4.62342 2.02944  C104 1.086
111 H -2.55528 2.99353 2.43859  C104 1.091
112 H -5.20778 4.32747 3.18784  C105 1.092
113 H -4.92424 2.64735 2.69497  C105 1.088
114 C -4.60767 -1.01213 -9.54619  C115 1.509, O119 1.429, H120 1.087, H121 1.092
115 C -5.24063 -1.75392 -8.39467  C114 1.509, O116 1.429, H122 1.092, H123 1.087
116 O -4.97495 -0.89057 -7.28698  C115 1.429, C117 1.357
117 C -4.79062 0.36183 -7.77598  O116 1.357, O118 1.189, O119 1.354
118 O -4.71661 1.33871 -7.10190  C117 1.189
119 O -4.70443 0.35113 -9.12763  C114 1.429, C117 1.354
120 H -5.13139 -1.16747 -10.48652  C114 1.087
121 H -3.55438 -1.26565 -9.68061  C114 1.092
122 H -6.32136 -1.86077 -8.50792  C115 1.092
123 H -4.80349 -2.73670 -8.23444  C115 1.087
124 C -2.62076 -0.14837 7.35739  C125 1.508, O129 1.428, H130 1.088, H131 1.092
125 C -2.29975 0.60167 6.08878  C124 1.508, O126 1.429, H132 1.092, H133 1.088
126 O -1.02139 0.07371 5.72852  C125 1.429, C127 1.361
127 C -0.91040 -1.15579 6.30081  O126 1.361, O128 1.187, O129 1.356
128 O -0.04098 -1.92789 6.06143  C127 1.187
129 O -1.92128 -1.37991 7.17686  C124 1.428, C127 1.356
130 H -3.68665 -0.32335 7.48557  C124 1.088
131 H -2.23333 0.35047 8.24812  C124 1.092
132 H -3.00808 0.38980 5.28448  C125 1.092
133 H -2.24674 1.67834 6.23859  C125 1.088
134 C -8.16264 3.44729 1.08310  C135 1.507, O139 1.429, H140 1.088, H141 1.092
135 C -8.37844 3.11032 -0.36983  C134 1.507, O136 1.431, H142 1.090, H143 1.087
136 O -9.31218 4.11111 -0.78746  C135 1.431, C137 1.358
137 C -9.18398 5.16986 0.05310  O136 1.358, O138 1.187, O139 1.360
138 O -9.69390 6.22797 -0.11581  C137 1.187
139 O -8.39222 4.85767 1.11342  C134 1.429, C137 1.360
140 H -7.15753 3.20912 1.42398  C134 1.088
141 H -8.88537 2.95779 1.73980  C134 1.092
142 H -7.46762 3.20720 -0.96006  C135 1.090
143 H -8.78728 2.11318 -0.51355  C135 1.087
144 C 8.44275 0.84393 7.75759  C145 1.510, O149 1.428, H150 1.088, H151 1.092
145 C 9.43286 -0.07995 7.09058  C144 1.510, O146 1.428, H152 1.092, H153 1.088
146 O 8.62804 -1.21101 6.75738  C145 1.428, C147 1.357
147 C 7.34021 -0.79067 6.67301  O146 1.357, O148 1.186, O149 1.359
148 O 6.44507 -1.44510 6.25206  C147 1.186
149 O 7.21096 0.48197 7.13265  C144 1.428, C147 1.359
150 H 8.66803 1.89496 7.59089  C144 1.088
151 H 8.35965 0.66494 8.83150  C144 1.092
152 H 9.84664 0.34194 6.17218  C145 1.092
153 H 10.25091 -0.36627 7.74781  C145 1.088